(A)
Density functional theory data (wB97M-V/def2-TZVPD) for a cluster of 4 separate species, C2H12NO3 in total.

Element x y z (Å)
O  2.761  -0.076  -0.714
O  -1.634  2.220  1.156
O  0.292  1.361  -0.723
N  -0.506  -1.057  -0.070
C  -1.512  -1.527  -0.683
C  0.187  -1.797  0.959
H  1.115  -2.172  0.527
H  0.387  -1.164  1.809
H  -1.948  -0.912  -1.468
H  -0.133  -0.093  -0.384
H  -1.865  -2.501  -0.388
H  1.223  1.484  -0.456
H  -2.583  2.138  0.995
H  3.702  0.122  -0.777
H  -1.571  3.147  1.428
H  -0.397  -2.661  1.304
H  -0.293  1.863  -0.117
H  2.575  -0.685  -1.435

total charge: +1
frontier orbital gap: 11.3 eV
E_HOMO: -15.42 eV
2S+1: 1


(B)
Density functional theory data (wB97M-V/def2-TZVPD) for a cluster of 4 separate species, C2H12NO3 in total.

Element x y z (Å)
O  2.936  -0.564  -1.310
O  -2.951  -0.185  -0.837
O  -0.533  -1.581  2.062
N  -0.087  -0.180  -0.157
C  0.931  1.993  0.542
C  0.054  1.273  -0.112
H  1.758  1.701  1.174
H  3.122  -1.453  -1.630
H  -0.977  -0.483  -0.554
H  0.906  3.053  0.340
H  -1.357  -2.040  1.897
H  -3.808  0.058  -0.495
H  -0.582  1.716  -0.868
H  -3.081  -0.162  -1.794
H  -0.572  -1.134  2.916
H  -0.181  -0.671  0.800
H  0.743  -0.635  -0.553
H  3.047  0.039  -2.051

total charge: +1
frontier orbital gap: 11.6 eV
E_HOMO: -14.56 eV
2S+1: 1


(C)
Density functional theory data (wB97M-V/def2-TZVPD) for a cluster of 4 separate species, C2H12NO3 in total.

Element x y z (Å)
O  -2.315  -0.571  0.537
O  -1.291  -1.535  -2.639
O  1.595  2.212  -1.641
N  0.089  0.616  0.471
C  1.076  0.373  1.541
C  0.972  -0.677  2.331
H  2.304  2.781  -1.314
H  -0.706  -0.069  0.540
H  -2.988  -0.910  -0.064
H  -2.590  -0.838  1.423
H  1.844  -0.787  2.962
H  -0.434  -1.966  -2.707
H  -0.175  1.597  0.481
H  -1.922  -2.212  -2.910
H  0.489  0.438  -0.466
H  0.144  -1.357  2.342
H  2.002  1.837  -2.435
H  1.906  1.067  1.548

total charge: +1
frontier orbital gap: 11.9 eV
E_HOMO: -14.86 eV
2S+1: 1


Most stable: (A) (next structure +4.4 kcal/mol)


(A)
Density functional theory data (wB97M-V/def2-TZVPD) for a cluster of 2 separate species, C4H12BN in total.

Element x y z (Å)
N  0.997  -0.764  -0.047
C  1.125  -2.189  -0.126
C  -1.135  1.089  2.007
C  -1.583  2.597  -0.430
C  0.804  -0.073  -1.304
B  -1.669  1.898  0.795
H  1.530  -2.586  -1.086
H  -0.172  -0.336  -1.675
H  -1.681  1.362  2.968
H  -1.835  2.172  -1.453
H  -1.325  -0.005  2.135
H  1.906  -0.284  0.329
H  0.610  1.040  -0.950
H  -0.058  1.259  2.329
H  0.199  -2.654  0.068
H  -1.157  3.640  -0.563
H  1.826  -2.606  0.615
H  1.644  -0.332  -2.020

SMILES string: C=BC.CNC
frontier orbital gap: 8.9 eV
E_HOMO: -8.25 eV
2S+1: 1


(B)
Density functional theory data (wB97M-V/def2-TZVPD) for a cluster of 2 separate species, C4H12BN in total.

Element x y z (Å)
N  -0.543  2.156  -0.158
C  2.291  -0.905  0.436
C  -1.513  -0.213  -0.611
C  -2.070  -1.144  0.435
C  1.829  0.435  -0.229
B  -0.330  0.813  -0.209
H  3.314  -1.080  0.141
H  -1.375  2.743  -0.235
H  0.232  2.848  -0.128
H  -3.175  -1.422  0.434
H  2.180  1.316  0.449
H  1.743  -1.738  0.107
H  2.196  0.409  -1.298
H  -1.968  -0.820  1.429
H  -2.366  0.508  -0.876
H  -1.263  -0.732  -1.527
H  -1.574  -2.192  0.313
H  2.394  -0.981  1.527

frontier orbital gap: 9.0 eV
E_HOMO: -8.40 eV
2S+1: 1


Most stable: (B) (next structure +48.9 kcal/mol)


(A)
Density functional theory data (wB97M-V/def2-TZVPD) for an isolated molecule of C4H2OS.

Element x y z (Å)
S  -2.030  0.285  -0.795
O  -2.864  0.918  0.265
C  -0.887  -0.988  -0.318
C  1.267  0.086  0.182
C  0.301  -1.254  -0.152
C  1.677  1.138  0.413
H  0.857  -2.287  -0.322
H  1.679  2.102  0.727

frontier orbital gap (spin up / spin down): 8.2 / 8.0 eV
E_HOMO (spin up / spin down): -9.53 / -9.43 eV
2S+1: 1


(B)
Density functional theory data (wB97M-V/def2-TZVPD) for a cluster of 2 separate species, C4H2OS in total.

Element x y z (Å)
S  0.795  0.044  -0.704
O  2.181  -0.397  1.453
C  -0.007  -1.321  -0.100
C  -0.174  1.457  -0.479
C  -0.660  2.569  -0.465
C  -0.338  -2.439  0.131
H  -1.199  3.375  -0.495
H  -0.597  -3.289  0.659

frontier orbital gap (spin up / spin down): 7.3 / 7.2 eV
E_HOMO (spin up / spin down): -9.33 / -9.26 eV
2S+1: 1


Most stable: (A) (next structure +69.8 kcal/mol)


(A)
Density functional theory data (wB97M-V/def2-TZVPD) for a cluster of 2 separate species, C6H13NO3 in total.

Element x y z (Å)
O  -0.361  -1.708  0.837
O  -0.926  0.672  -2.244
O  -3.155  0.814  -2.074
N  -2.106  -0.809  -0.950
C  1.098  -1.335  -1.046
C  0.697  0.232  2.548
C  1.206  0.145  1.116
C  -1.943  0.337  -1.678
C  1.270  1.519  0.451
C  0.434  -1.005  0.252
H  -3.026  1.458  -2.783
H  0.293  1.999  0.472
H  2.173  -1.192  -1.002
H  -1.824  -0.863  0.025
H  0.744  -0.742  3.033
H  1.945  2.166  1.010
H  1.327  0.894  3.141
H  1.645  1.454  -0.568
H  2.226  -0.254  1.136
H  -0.334  0.579  2.554
H  0.702  -0.663  -1.810
H  0.869  -2.356  -1.348
H  -2.955  -1.341  -1.073

SMILES string: CC(=O)C(C)C.NC(=O)O
frontier orbital gap: 10.0 eV
E_HOMO: -9.39 eV
2S+1: 1


(B)
Density functional theory data (wB97M-V/def2-TZVPD) for a structure of composition C6H13NO3.

Element x y z (Å)
O  1.347  -0.465  0.139
O  0.337  -0.421  2.917
O  1.237  1.430  -2.103
N  -0.708  -1.689  -0.494
C  0.210  0.474  0.641
C  -0.039  1.845  -1.503
C  -0.546  -0.197  1.752
C  -0.553  -0.517  -1.496
C  -1.155  -1.529  1.095
C  -0.625  0.791  -0.692
H  1.679  -0.100  -0.724
H  0.523  1.506  0.794
H  -1.760  1.111  -0.451
H  0.186  -2.094  -0.537
H  -1.404  0.398  2.191
H  -0.702  -2.381  1.757
H  -1.160  -0.718  -2.714
H  -0.793  2.320  -2.185
H  1.551  2.394  -2.195
H  0.560  -0.919  -1.943
H  0.205  2.623  -0.506
H  1.321  -0.487  2.626
H  -2.377  -1.380  0.952

frontier orbital gap: 8.5 eV
E_HOMO: -8.07 eV
2S+1: 1


(C)
Density functional theory data (wB97M-V/def2-TZVPD) for an isolated molecule of C6H13NO3.

Element x y z (Å)
O  1.110  0.824  -2.146
O  3.112  0.132  -1.104
O  -1.351  -0.077  1.202
N  1.181  -1.823  -1.090
C  1.545  0.425  -1.089
C  -2.740  -0.214  1.035
C  -0.683  0.523  0.112
C  0.983  -1.428  0.300
C  0.785  0.100  0.189
C  -0.834  2.039  0.139
H  -0.429  2.443  1.078
H  -1.107  0.119  -0.824
H  0.894  -2.767  -1.319
H  1.871  -1.632  0.922
H  -2.971  -0.780  0.116
H  3.449  0.295  -0.215
H  -3.251  0.762  0.988
H  -1.888  2.332  0.053
H  -0.287  2.504  -0.691
H  0.131  -1.956  0.741
H  2.325  -1.644  -1.342
H  -3.123  -0.768  1.900
H  1.276  0.589  1.044

SMILES string: CO[C@@H](C)[C@@H](CN)C(=O)O
frontier orbital gap: 10.0 eV
E_HOMO: -9.32 eV
2S+1: 1


(D)
Density functional theory data (wB97M-V/def2-TZVPD) for a structure of composition C6H13NO3.

Element x y z (Å)
O  2.195  0.334  -1.035
O  -2.487  -1.239  -0.808
O  1.553  2.306  0.385
N  0.075  2.080  -1.663
C  -0.465  0.386  1.495
C  -1.489  -1.995  -0.150
C  1.236  0.730  -0.389
C  0.404  -0.226  0.416
C  0.973  -1.612  0.655
C  -0.102  -1.444  -0.363
H  -1.215  1.068  1.073
H  -1.711  -2.093  0.924
H  -0.977  -0.381  2.088
H  0.623  2.950  -0.825
H  1.987  -1.823  0.316
H  -1.536  -3.006  -0.579
H  0.708  -2.075  1.607
H  -0.832  2.107  -1.211
H  0.762  2.268  -2.386
H  0.152  0.924  2.226
H  0.220  -1.481  -1.406
H  -2.503  -0.350  -0.442
H  2.427  2.571  0.073

frontier orbital gap: 10.1 eV
E_HOMO: -9.56 eV
2S+1: 1


Most stable: (A) (next structure +38.2 kcal/mol)


(A)
Density functional theory data (wB97M-V/def2-TZVPD) for an isolated molecule of C2H4O3S.

Element x y z (Å)
S  -1.646  -1.141  0.269
O  0.625  -0.547  -1.546
O  0.212  0.800  -1.739
O  0.716  -0.773  1.121
C  -0.138  -0.263  0.216
C  -0.132  1.114  -0.332
H  1.622  -0.501  1.254
H  -1.124  1.586  -0.050
H  -0.879  -1.974  0.870
H  0.744  1.699  -0.063

frontier orbital gap: 8.7 eV
E_HOMO: -8.30 eV
2S+1: 1


(B)
Density functional theory data (wB97M-V/def2-TZVPD) for an isolated molecule of C2H4O3S.

Element x y z (Å)
S  1.445  -0.056  1.455
O  2.569  1.114  0.966
O  -1.975  -0.399  -0.951
O  0.593  1.076  -0.812
C  -0.791  -0.814  -0.230
C  0.316  0.131  -0.167
H  -2.548  0.254  -0.539
H  -0.637  -1.709  -0.887
H  2.152  1.647  0.380
H  -1.123  -1.243  0.784

SMILES string: O=C(CO)SO
frontier orbital gap: 9.5 eV
E_HOMO: -9.16 eV
2S+1: 1


Most stable: (B) (next structure +90.0 kcal/mol)